Record 1
A structure of composition C22H16Br2Cl2MnN3O4. Source: OMol25; level of theory: ωB97M-V/def2-TZVPD.

Values from the calculation:
- E_HOMO (spin up / spin down) (eV) = -8.210 / -8.289
- ΔE to the lowest compared entry with this formula, charge and spin (kJ/mol) = 33.5
- charge = 0
- total energy (hartree) = -8532.637672
- <S²> = 6.1822
- frontier orbital gap (spin up / spin down) (eV) = 7.846 / 7.900
- 2S+1 = 5

Geometry as XYZ:
```
50
Properties=species:S:1:pos:R:3:mulliken_spin:R:1
N -0.537 -1.673 1.832 0.013
O -0.767 1.484 1.153 0.052
C 3.671 1.204 3.937 0.001
O -0.422 1.815 -1.553 0.025
C -2.142 -3.418 1.507 0.000
H -2.805 -4.445 3.275 0.000
C 2.706 0.323 1.944 0.047
C 2.887 -1.340 -3.119 -0.027
H -3.136 4.738 3.103 0.000
N 3.667 0.251 2.829 0.005
C 3.663 0.909 -2.708 -0.027
C -2.747 4.312 2.188 -0.001
O -1.794 -2.954 -1.206 0.015
C -3.031 4.922 0.958 0.006
C 3.773 -0.307 -3.363 0.030
H 3.151 0.795 4.806 0.000
C -2.167 -3.672 2.866 0.000
C 1.753 0.048 -1.521 -0.442
H 2.566 2.030 -1.260 0.003
Br 5.168 -0.553 -4.626 0.001
H 4.343 -1.579 2.075 0.000
C -2.537 4.389 -0.195 -0.004
C -0.567 -1.952 3.114 0.002
Br 0.573 -0.951 4.277 0.001
C -1.321 -2.406 1.032 0.013
C 4.380 -1.013 3.002 0.001
N 1.866 0.395 1.160 0.009
Mn 0.323 0.432 -0.154 4.105
C -1.984 3.178 2.242 0.007
H -1.331 -3.083 4.772 0.000
C 2.647 1.078 -1.777 0.035
H -2.734 -3.974 0.796 0.000
H -1.523 3.298 -2.294 0.002
C 1.866 -1.158 -2.191 0.077
H 3.181 2.123 3.627 -0.001
H 5.419 -0.795 3.244 0.000
C -1.207 2.752 -1.393 0.018
H 2.982 -2.277 -3.652 -0.001
H 4.360 1.709 -2.919 -0.001
C -1.448 2.563 1.070 0.000
O -0.776 -1.011 -0.838 0.043
C -1.358 -2.925 3.704 0.001
Cl -4.010 6.358 0.933 0.000
H 3.931 -1.604 3.803 0.000
H 4.704 1.423 4.202 0.000
H -2.746 4.857 -1.150 -0.001
C -1.307 -2.121 -0.466 0.003
Cl -1.649 2.441 3.770 0.001
H 1.150 -1.951 -2.020 -0.008
C -1.742 3.227 -0.153 -0.001
```

---

Record 2
A structure of composition C56H42NOP2PdS. Source: OMol25; level of theory: ωB97M-V/def2-TZVPD.

Values from the calculation:
- E_HOMO (eV) = -15.780
- ΔE to the lowest compared entry with this formula, charge and spin (kJ/mol) = 0.0
- charge = +3
- total energy (hartree) = -3497.079150
- frontier orbital gap (eV) = 5.633
- 2S+1 = 1

Geometry as XYZ:
```
104
Properties=species:S:1:pos:R:3:mulliken_charge:R:1
H -3.958 -2.621 1.207 0.634
C 3.375 -2.477 0.996 -0.659
C 1.843 4.298 2.585 -1.606
C -0.349 0.253 -2.542 0.853
C -1.564 0.898 -2.293 -0.685
C 1.311 -2.072 2.346 -0.557
O -0.264 0.659 3.099 -0.741
C 1.980 4.042 0.196 0.895
P -1.354 -1.932 1.250 2.617
P 0.984 0.395 -1.329 1.852
H 5.267 -2.452 -3.678 0.455
C -5.219 -0.943 0.823 -1.148
C -2.104 -4.416 4.982 -0.699
H -3.350 4.466 0.464 0.566
C 2.238 4.151 -2.186 -1.251
H 0.781 -0.898 -3.981 0.565
C -0.827 -4.353 -2.595 -0.819
H 0.938 -1.592 3.244 0.596
H -2.127 -6.136 3.700 0.495
H -5.888 3.220 -0.717 0.311
C -1.954 2.884 0.907 0.251
H -3.520 1.347 -3.030 0.591
H 0.787 2.693 3.552 0.827
C 2.215 4.803 1.364 0.459
H 3.808 1.174 -1.957 0.392
H 3.070 -3.502 0.817 0.468
H 4.511 1.167 1.730 0.586
C 4.176 0.160 1.520 -0.684
C 2.871 6.101 0.988 -0.869
H 2.290 6.949 1.353 0.370
C 2.569 -1.645 1.807 -0.587
C 1.345 2.132 -1.099 -0.510
H -6.141 3.449 0.995 0.356
C -3.976 -1.545 1.060 0.339
C -1.755 -4.336 2.604 -0.299
C 4.467 -1.900 -3.204 -1.052
N 7.195 0.188 -0.215 -0.418
C -2.786 0.570 0.965 -1.054
C -2.002 -5.063 3.759 -0.797
H 3.854 6.180 1.457 0.355
C -0.161 -0.422 -3.748 -0.604
C -4.270 2.521 0.510 -0.003
C -2.774 -0.846 1.107 -0.919
C -1.187 -0.468 -4.682 -0.888
H 2.417 0.305 2.730 0.817
H 5.212 -2.665 -0.081 0.571
C -1.180 -2.884 -0.262 1.024
H 3.092 -3.553 -3.244 0.525
C -0.077 -4.668 -1.469 -1.290
C 4.570 -2.018 0.500 -0.885
C 2.216 -1.808 -2.369 -0.530
C 6.218 -0.211 0.237 -0.170
H 0.314 -4.215 0.579 0.580
H 5.617 -0.099 -3.016 0.584
C -4.040 1.140 0.700 1.261
H 2.395 6.881 -1.019 0.335
C 2.966 6.073 -0.559 -0.806
H -1.132 3.576 1.029 0.675
H 0.615 -5.499 -1.489 0.536
C -3.221 3.400 0.593 -1.265
C -1.736 1.530 1.088 -0.132
C -1.919 -2.565 -1.407 -0.748
H 1.654 2.358 -3.196 0.668
H -2.063 -2.535 6.019 0.488
C 3.243 -2.519 -2.961 -0.770
C -5.246 0.413 0.621 0.047
C -1.729 -2.293 3.921 -0.831
C -1.970 -3.034 5.064 -0.770
C 1.732 2.844 -2.229 0.268
H 3.992 6.182 -0.912 0.348
H -3.198 0.107 -5.150 0.461
H -0.712 -4.939 -3.498 0.483
C -2.403 0.144 -4.417 -0.762
H -2.336 -3.079 -3.437 0.574
Pd 0.604 -0.818 0.675 -1.052
H -6.117 -1.546 0.803 0.544
C 0.932 2.334 1.460 -0.423
H 2.512 4.656 -3.103 0.507
H -1.638 -1.215 3.980 0.505
H -2.643 -1.762 -1.386 0.317
H -1.702 -4.846 1.651 0.524
H -6.907 1.079 -0.569 0.337
H 1.064 -3.122 2.265 0.807
H -7.126 1.299 1.149 0.361
S -0.181 1.004 1.686 2.371
C 4.661 -0.575 -2.844 -0.607
C -0.241 -3.932 -0.306 -0.570
H 2.011 4.839 3.507 0.512
C 2.990 -0.310 2.046 0.306
C 2.402 -0.464 -2.021 1.442
C -5.733 2.756 0.258 -0.771
C 1.169 3.069 2.612 -0.074
H -2.299 -4.991 5.878 0.446
H -1.026 -0.979 -5.622 0.520
C -6.386 1.354 0.349 -0.848
C 1.398 2.763 0.176 -0.647
C 2.402 4.736 -0.956 0.099
C 4.969 -0.695 0.755 0.521
C -2.586 0.834 -3.223 -0.631
H -1.698 1.481 -1.393 0.449
C -1.743 -3.306 -2.562 -0.719
H 1.257 -2.290 -2.202 0.115
C 3.634 0.147 -2.246 -1.337
C -1.615 -2.949 2.689 0.723
```

---

Record 3
A cluster of 2 separate species, C29H23N4O6P in total. Source: OMol25; level of theory: ωB97M-V/def2-TZVPD.

Values from the calculation:
- E_HOMO (eV) = -7.719
- ΔE to the lowest compared entry with this formula, charge and spin (kJ/mol) = 0.0
- charge = 0
- total energy (hartree) = -2130.420712
- frontier orbital gap (eV) = 5.107
- 2S+1 = 1

Geometry as XYZ:
```
63
Properties=species:S:1:pos:R:3:mulliken_charge:R:1
C -0.770 -3.517 2.868 -0.025
H -1.378 -1.407 2.596 0.603
H -1.897 2.442 -2.655 0.377
H 2.625 -2.690 -2.768 0.261
C 1.798 -3.067 -2.157 -0.131
H 2.161 -3.294 -1.145 0.254
O 1.037 -2.082 2.920 -0.535
C -1.077 2.554 -0.647 -0.207
N -4.163 -1.926 2.962 0.805
O 1.409 -4.228 3.159 -0.575
H 2.376 1.086 -3.270 0.334
C 2.117 2.143 -3.320 0.059
H -2.725 3.836 2.050 0.411
H 4.595 2.810 1.388 0.382
C 1.587 4.889 -3.371 -0.730
H 0.338 -4.651 -2.266 0.307
C -1.680 -2.444 2.703 -0.321
C 1.219 2.688 -2.382 -0.388
H 3.377 2.501 -5.033 0.404
P 0.438 1.667 -1.093 2.932
C -2.076 2.738 -1.621 -0.118
C 2.772 2.372 0.326 -0.675
N 0.629 -3.264 2.988 0.915
C 1.560 1.666 0.334 0.137
C 1.229 -4.303 -2.795 -1.241
N -4.845 -4.176 3.162 -0.547
C -3.548 3.687 0.054 -0.404
C -3.178 -6.465 3.173 -0.099
C 3.645 2.275 1.415 -0.651
H 2.914 4.961 -5.079 0.369
H -0.530 2.886 1.421 0.411
C -2.581 -5.168 3.046 0.184
C -3.308 3.296 -1.267 -0.704
C 2.445 4.327 -4.323 -0.432
C 2.706 2.951 -4.298 -0.732
C 0.971 4.074 -2.418 -0.411
O -4.354 -0.725 2.992 -0.642
H -4.081 3.418 -2.029 0.393
C 2.102 0.772 2.521 -0.624
H -0.481 -5.656 3.163 0.573
H 1.994 -5.076 -2.755 0.395
H 0.359 0.204 1.396 0.273
H -0.976 -0.301 -1.652 0.424
C -1.311 2.982 0.668 -0.141
C -1.214 -4.864 3.024 -0.555
C 3.301 1.489 2.521 -0.620
H 0.298 4.526 -1.689 0.391
H 3.044 2.976 -0.540 0.309
C -3.034 -2.752 2.827 0.052
O -5.267 -2.836 3.170 -0.171
O 2.352 -0.599 -1.645 -0.728
O 0.728 -2.114 -2.064 -0.332
H 3.967 1.414 3.383 0.374
H 1.832 0.130 3.360 0.426
C 0.036 0.010 -1.386 -1.022
C -3.509 -4.079 2.960 0.764
C 1.139 -0.876 -1.682 0.471
H 0.976 -4.127 -3.845 0.303
H 1.394 5.964 -3.361 0.387
C -2.546 3.534 1.018 -0.850
N -3.675 -7.524 3.238 -0.439
C 1.249 0.833 1.418 -0.002
H -4.516 4.110 0.333 0.379
```

---

Record 4
A cluster of 2 separate species, C4H8O2 in total. Source: OMol25; level of theory: ωB97M-V/def2-TZVPD.

Values from the calculation:
- E_HOMO (eV) = -8.361
- ΔE to the lowest compared entry with this formula, charge and spin (kJ/mol) = 273.5
- charge = 0
- total energy (hartree) = -307.608257
- frontier orbital gap (eV) = 9.414
- 2S+1 = 1

Geometry as XYZ:
```
14
Properties=species:S:1:pos:R:3:mulliken_charge:R:1
H -0.461 -0.530 1.910 0.289
H -2.285 0.388 -2.511 0.211
O 1.534 0.707 0.661 -0.376
H -1.752 0.144 -2.052 -0.240
H -1.784 0.255 0.998 0.320
O -0.629 -1.006 -0.090 -0.344
C -0.737 -0.057 0.958 -0.426
H 0.102 1.877 1.485 0.315
C 0.181 1.128 0.693 -0.336
H 2.724 -0.673 -0.288 0.350
H 0.819 -2.133 -1.020 0.349
H -0.084 1.588 -0.269 0.267
C 0.681 -1.239 -0.425 -0.179
C 1.691 -0.452 -0.051 -0.201
```

---

Record 5
A cluster of 2 separate species, C17H36N5O3P2 in total. Source: OMol25; level of theory: ωB97M-V/def2-TZVPD.

Values from the calculation:
- E_HOMO (eV) = -10.756
- ΔE to the lowest compared entry with this formula, charge and spin (kJ/mol) = 1120.0
- charge = +1
- total energy (hartree) = -1850.879305
- frontier orbital gap (eV) = 6.501
- 2S+1 = 1

Geometry as XYZ:
```
63
Properties=species:S:1:pos:R:3:mulliken_charge:R:1
C 3.341 -1.692 -0.798 -0.088
H 0.631 0.375 0.534 -0.359
H 1.269 4.301 -3.630 0.353
H 2.688 1.125 0.801 0.098
H -2.279 0.807 -2.681 0.307
C 0.587 -0.434 3.717 -0.761
O -0.886 2.471 -5.409 -0.661
H -1.364 -5.149 2.328 0.255
H 4.037 2.304 0.148 0.421
H 2.701 -1.364 0.137 0.000
C -3.378 -0.140 -1.017 -0.498
C -3.698 -0.866 1.705 -0.598
H -2.355 -1.720 0.167 0.281
O 1.342 3.451 -4.193 -0.502
C -3.011 -6.421 2.882 0.231
C -0.283 0.242 2.715 -0.419
H 5.121 -2.473 0.425 0.254
P -1.299 3.530 -2.438 -0.228
H -4.433 -2.743 0.986 0.211
H 0.327 0.392 -4.470 0.328
H -2.116 -4.741 3.890 0.256
C -1.581 1.343 -0.672 -0.272
N -3.923 -2.362 1.820 -0.578
H -2.945 -4.331 2.368 -0.145
C -2.313 -5.071 2.866 -0.138
C -0.301 -0.070 1.089 0.401
H 3.612 1.580 -2.359 0.323
H -3.293 -0.463 2.739 0.327
H 2.181 0.474 -1.772 -0.111
H 1.029 2.420 1.568 0.171
H 1.720 -0.100 3.825 0.253
C 4.298 -0.393 -1.231 -0.665
O 0.310 0.871 -3.574 -0.432
C 0.865 3.229 0.714 -0.430
H -3.943 -1.058 -1.491 0.342
N -3.591 -7.542 2.896 -0.398
H 5.054 -3.092 -1.415 0.266
H -1.023 1.070 3.093 0.284
H -0.969 4.633 0.209 0.469
N -1.620 0.461 0.558 0.481
H 4.858 -0.601 -2.251 0.314
H -0.343 -1.253 0.946 0.486
C 3.270 0.860 -1.473 -0.114
H -1.344 3.118 1.266 0.282
H -4.520 -2.552 2.672 0.277
H 5.037 -0.073 -0.357 0.271
P -0.140 2.518 -3.983 0.935
H 0.096 -1.262 4.401 0.232
H -4.023 0.865 -1.004 0.314
C -0.707 3.474 0.321 -0.723
H -4.757 -0.369 1.525 0.306
H 2.648 -1.971 -1.704 0.234
N -1.211 2.661 -0.851 0.197
C 3.018 1.787 -0.106 -0.709
C 4.426 -2.908 -0.427 -0.915
H 1.252 4.253 1.191 0.399
H 1.340 2.473 -1.499 -0.439
C -2.690 -0.606 0.435 -0.378
H 3.822 -3.863 -0.097 0.316
H 2.421 3.895 -0.895 0.482
H -2.706 3.414 -2.845 0.201
N -2.118 0.373 -1.744 -0.228
C 1.861 2.912 -0.548 0.227
```

---

Record 6
The molecule C2H3BrS2. Source: OMol25; level of theory: ωB97M-V/def2-TZVPD.

Values from the calculation:
- E_HOMO (eV) = -8.814
- ΔE to the lowest compared entry with this formula, charge and spin (kJ/mol) = 56.9
- charge = 0
- total energy (hartree) = -3448.335912
- frontier orbital gap (eV) = 8.347
- 2S+1 = 1

Geometry as XYZ:
```
8
Properties=species:S:1:pos:R:3:mulliken_charge:R:1
S 0.066 2.096 0.033 -0.158
C -0.534 0.445 -0.019 0.188
H 0.527 -1.426 -0.724 0.333
Br 2.409 0.129 0.071 -0.130
H -1.177 2.676 -0.444 0.174
H 0.755 -1.168 1.214 0.318
C 0.735 -0.738 0.116 -0.520
S -2.000 -0.084 0.230 -0.205
```

---

Number 1: largest force on an atom 0.008 hartree/bohr. Number 2: largest force on an atom 0.008 hartree/bohr. Number 3: largest force on an atom 0.070 hartree/bohr. Number 4: largest force on an atom 0.005 hartree/bohr. Number 5: largest force on an atom 0.197 hartree/bohr. Number 6: largest force on an atom 0.076 hartree/bohr.